Molecular formula: C3H6N2S2
Method: DFT, the ωB97M-V functional and the def2-TZVPD basis

Last column: Löwdin charge in e.
Cartesian coordinates (Å):
C: -1.537 1.204 0.308  -0.25
C: -1.739 -0.259 -0.060  -1.35
C: 1.146 -0.358 -0.182  -0.75
H: -2.414 1.340 1.456  0.16
H: 0.034 1.310 0.457  0.17
H: -2.128 1.840 -1.050  0.21
H: 1.820 -2.195 0.339  0.03
H: 3.071 -1.012 0.291  0.17
H: 2.244 0.943 -0.646  0.08
N: 2.028 -1.282 0.158  0.05
N: 1.250 0.765 -0.643  0.07
S: -3.303 -0.897 -0.242  0.51
S: -0.473 -1.399 -0.186  0.91

highest occupied orbital energy = -8.199 eV
energy = -1023.549304 Eh
LUMO level = -0.298 eV
HOMO-LUMO gap = 7.90 eV

=====

Molecular formula: C4H3F2MnNO6S
Method: DFT, the ωB97M-V functional and the def2-TZVPD basis

Last column: Löwdin charge in e.
Cartesian coordinates (Å):
O: -2.288 -1.245 -1.273  0.10
C: -1.013 -1.662 -1.224  -0.14
F: -0.453 -2.237 -2.480  0.04
N: -0.116 -1.653 -0.006  0.09
C: -0.670 -2.482 1.135  -0.12
O: -0.458 -3.823 1.052  0.11
F: -1.375 -1.875 2.325  0.03
C: 0.270 -0.259 0.434  -0.25
C: 1.607 0.450 -0.197  -0.08
O: 1.443 1.891 0.082  -0.25
S: -0.238 2.146 -0.282  0.97
O: -0.886 3.401 0.352  -0.38
O: -0.431 1.898 -1.824  -0.19
O: -0.821 0.726 0.516  -0.13
H: 0.602 -0.438 1.564  0.20
H: 2.531 0.166 0.491  0.19
H: 1.920 0.103 -1.279  0.19
Mn: 0.375 4.894 0.615  1.64

highest occupied orbital energy (spin up / spin down) = -17.215 / -17.214 eV
energy = -2408.290404 Eh
multiplicity = 6
total charge = +2
LUMO level (spin up / spin down) = -12.635 / -12.866 eV
HOMO-LUMO gap (spin up / spin down) = 4.58 / 4.35 eV

=====

- energy of number 2 (C4H3F2MnNO6S)?
  -2408.290404 Eh